[1]
{"formula": "C19H33O6S5", "method": "ωB97M-V with the def2-TZVPD basis set", "species": ["S", "S", "C", "C", "C", "C", "C", "C", "C", "H", "H", "H", "H", "H", "H", "H", "H", "H", "C", "C", "C", "S", "O", "O", "C", "H", "H", "H", "H", "H", "H", "H", "H", "C", "C", "C", "S", "O", "O", "C", "H", "H", "H", "H", "H", "H", "H", "H", "C", "C", "C", "S", "O", "O", "C", "H", "H", "H", "H", "H", "H", "H", "H"], "xyz": [[-2.633465, -4.161202, -0.437826], [-1.232814, -2.798782, -1.136797], [0.392318, -3.498068, -0.714499], [1.495521, -2.691601, -1.313233], [1.812877, -1.423300, -0.831826], [2.863823, -0.708141, -1.378859], [3.603148, -1.271972, -2.416213], [3.288539, -2.530843, -2.918306], [2.235545, -3.240839, -2.364276], [-1.768866, -5.144879, -0.127991], [-1.395147, -2.875870, -2.483691], [0.419712, -4.526350, -1.060426], [0.423230, -3.525222, 0.371558], [1.230976, -1.021963, -0.014991], [3.087951, 0.261861, -0.970711], [4.417268, -0.707943, -2.841669], [3.859347, -2.940222, -3.734381], [2.004148, -4.222709, -2.751929], [-5.609985, 0.650052, -2.978179], [-5.034250, 0.965862, -1.591065], [-3.616840, 0.384604, -1.546511], [-3.017631, 0.392697, -3.243552], [-2.824432, -0.983374, -3.664734], [-1.956125, 1.354925, -3.374244], [-4.518958, 1.020953, -3.978953], [-6.526676, 1.203941, -3.168903], [-5.838844, -0.415245, -3.054924], [-4.999315, 2.047891, -1.450282], [-5.647042, 0.557855, -0.790909], [-2.939099, 0.978347, -0.939693], [-3.619295, -0.647530, -1.197827], [-4.649486, 0.574492, -4.962044], [-4.408048, 2.100838, -4.068022], [-2.489479, 4.009221, 2.053313], [-2.914080, 3.580254, 3.463581], [-4.437256, 3.401629, 3.448737], [-4.875850, 2.949986, 1.764939], [-5.672138, 4.000825, 1.189502], [-5.312436, 1.574678, 1.715894], [-3.215082, 3.068836, 1.097447], [-1.410188, 3.956521, 1.920557], [-2.801078, 5.038708, 1.867296], [-2.433466, 2.633496, 3.718269], [-2.615299, 4.310123, 4.213466], [-4.771960, 2.612586, 4.116918], [-4.956858, 4.328917, 3.680799], [-3.265110, 3.438008, 0.074657], [-2.780762, 2.069207, 1.120129], [7.460471, -0.871259, 2.766549], [7.266691, -1.495791, 1.377897], [5.777558, -1.837295, 1.233792], [4.895961, -0.664540, 2.274825], [4.252727, -1.388614, 3.341186], [4.148959, 0.250862, 1.444026], [6.345570, 0.158632, 2.921107], [8.441308, -0.411377, 2.870276], [7.366105, -1.639706, 3.536366], [7.556135, -0.775397, 0.610527], [7.884514, -2.381933, 1.243988], [5.421208, -1.731995, 0.211462], [5.552126, -2.835348, 1.604559], [6.158281, 0.454555, 3.950429], [6.525346, 1.037940, 2.303415]], "forces_ev_per_angstrom": [[-0.12, 0.08, 0.08], [-0.55, 0.57, 0.32], [0.40, -0.54, -0.22], [0.35, 0.08, -0.47], [-0.19, -0.31, 0.02], [-0.12, -0.33, -0.09], [-0.19, 0.15, 0.10], [-0.09, 0.33, 0.33], [-0.04, 0.13, 0.01], [0.11, 0.06, -0.23], [0.43, -0.30, 0.04], [-0.07, -0.11, -0.16], [-0.28, 0.27, 0.18], [0.04, 0.20, 0.14], [0.19, 0.14, -0.03], [0.14, 0.03, -0.10], [0.07, -0.13, -0.09], [-0.10, -0.12, 0.02], [0.11, -0.04, 0.08], [-0.10, -0.02, -0.08], [-0.21, 0.05, 0.20], [-0.24, 0.29, 0.15], [0.25, -0.14, 0.17], [0.18, -0.22, -0.07], [-0.28, -0.08, -0.08], [0.00, 0.00, -0.01], [-0.02, 0.01, -0.03], [0.01, 0.00, 0.00], [0.02, 0.05, 0.05], [0.11, -0.05, -0.06], [0.01, -0.02, -0.06], [0.12, -0.01, -0.02], [0.08, 0.00, 0.00], [-0.06, 0.02, 0.06], [0.00, -0.03, -0.07], [0.16, 0.02, 0.25], [0.28, -0.01, 0.10], [-0.13, -0.10, -0.09], [-0.09, 0.03, -0.11], [0.22, 0.11, -0.02], [0.00, 0.01, -0.01], [0.00, 0.00, -0.03], [-0.01, 0.00, -0.01], [-0.01, 0.00, 0.01], [-0.11, -0.01, -0.05], [-0.06, -0.01, -0.09], [-0.11, -0.03, 0.00], [-0.03, -0.02, 0.03], [-0.06, -0.08, -0.04], [-0.01, 0.04, 0.03], [0.27, -0.10, -0.15], [0.28, 0.07, -0.09], [-0.20, 0.04, -0.06], [-0.23, -0.06, 0.07], [0.25, 0.00, 0.08], [0.00, 0.00, 0.01], [0.00, 0.02, 0.02], [-0.01, 0.01, 0.01], [0.00, 0.00, -0.01], [-0.12, 0.01, 0.04], [-0.06, 0.04, 0.07], [-0.12, 0.00, -0.02], [-0.05, 0.01, -0.01]], "lowdin_charge": [0.5239, 0.7405, -0.3831, -0.3140, -0.0358, -0.0572, -0.0527, -0.0543, -0.0355, -0.1429, -0.0001, 0.0922, 0.1108, 0.1227, 0.1049, 0.1127, 0.1117, 0.1164, -0.2051, -0.2066, -0.2212, 0.6652, -0.3601, -0.3132, -0.2198, 0.1227, 0.1207, 0.1151, 0.1118, 0.0819, 0.0832, 0.1119, 0.1140, -0.2149, -0.2093, -0.2138, 0.6573, -0.3094, -0.3331, -0.2454, 0.1173, 0.1233, 0.1167, 0.1169, 0.1038, 0.1080, 0.1062, 0.0958, -0.2153, -0.2089, -0.2181, 0.6610, -0.3190, -0.3387, -0.2269, 0.1184, 0.1215, 0.1180, 0.1158, 0.0873, 0.1050, 0.1105, 0.1094], "homo_ev": -12.356, "total_charge": 1}

[2]
{"formula": "C9H11N5", "method": "ωB97M-V with the def2-TZVPD basis set", "species": ["N", "C", "N", "C", "N", "C", "C", "N", "C", "N", "C", "C", "C", "C", "H", "H", "H", "H", "H", "H", "H", "H", "H", "H", "H"], "xyz": [[-1.103649, 2.704759, 2.387945], [-0.360329, 2.086932, 1.482384], [0.818827, 2.819142, 1.144381], [1.569233, 2.431617, 0.169319], [1.428073, 1.417930, -0.740223], [0.375525, 0.609899, -0.434928], [-0.416939, 0.824048, 0.742128], [-1.279490, -0.250510, 0.956515], [-0.893883, -1.101956, 0.123097], [-0.021925, -0.641001, -0.900737], [1.022322, -1.238062, -1.678753], [0.804091, -2.774715, -1.674373], [-0.662737, -3.170838, -1.296010], [-1.248288, -2.589336, 0.033038], [-2.020249, 2.339380, 2.693910], [-0.767306, 3.423534, 3.036194], [2.324349, 3.264626, -0.059183], [1.205040, -1.066098, -2.852209], [2.111439, -1.149257, -1.064235], [0.950639, -3.137345, -2.705946], [1.633704, -3.391817, -1.059603], [-0.696465, -4.221034, -1.618115], [-1.359893, -2.837854, -2.088267], [-2.369456, -2.835082, -0.114747], [-1.038632, -3.206831, 1.101636]], "forces_ev_per_angstrom": [[-2.61, -0.37, 1.90], [4.46, -0.65, -3.10], [-3.11, -0.92, 1.91], [0.96, 0.94, -2.61], [-0.92, -0.46, 0.53], [-0.03, 2.11, 2.89], [-1.31, 2.55, 0.63], [0.39, 1.23, 1.43], [-0.17, -4.06, -2.75], [1.59, 3.02, 0.51], [3.91, -3.55, -0.30], [0.55, -1.51, 0.55], [0.85, 0.10, -1.05], [-1.36, -2.50, 1.24], [1.09, -0.04, -0.60], [0.43, -0.50, -1.08], [-0.47, -1.91, 0.09], [-0.96, 1.07, 2.95], [-2.89, 0.58, -2.00], [-0.02, 0.01, 0.40], [-2.08, 1.53, -0.95], [-0.30, -0.34, 1.62], [0.48, 0.75, 0.18], [1.49, 1.08, 0.60], [0.04, 1.83, -2.98]], "lowdin_charge": [0.1375, -0.2601, 0.0774, -0.2725, 0.1086, -0.2416, -0.1332, 0.1595, -0.3221, 0.0304, -0.1823, -0.2159, -0.2204, -0.1036, 0.1238, 0.1202, 0.1231, 0.1617, 0.1721, 0.0897, 0.1448, 0.1036, 0.1091, 0.1226, 0.1675], "homo_ev": -8.112, "de_lowest_kcal_mol": 78.15, "smiles": "Nc1ncnc2c1nc1n2CCCC1"}

[3]
{"formula": "CH5BrN2", "method": "ωB97M-V with the def2-TZVPD basis set", "species": ["C", "N", "N", "Br", "H", "H", "H", "H", "H"], "xyz": [[0.830074, 0.490874, -0.001744], [0.172196, -0.690749, 0.497454], [-0.968366, -1.022846, -0.264254], [-2.356982, 0.409952, 0.092012], [0.381778, 1.454554, 0.451702], [1.989665, 0.559563, 0.024671], [0.579265, 0.630499, -1.103699], [0.080859, -0.894150, 1.489959], [-0.708493, -0.937701, -1.186104]], "forces_ev_per_angstrom": [[0.75, 2.68, -0.51], [-0.43, -0.94, -2.29], [0.11, -0.11, 5.20], [0.06, -0.34, -0.60], [0.85, -1.31, -0.39], [-2.00, -0.57, 0.47], [0.32, -0.52, 1.32], [-0.15, 0.41, -0.52], [0.49, 0.71, -2.67]], "lowdin_charge": [-0.1926, -0.2326, -0.3521, 0.4231, 0.0672, 0.0981, 0.0819, 0.1163, -0.0093], "homo_ev": -9.027, "de_lowest_kcal_mol": 11.75, "smiles": "CNNBr"}

[4]
{"formula": "C3H5Cl2OP", "method": "ωB97M-V with the def2-TZVPD basis set", "species": ["C", "C", "C", "O", "P", "Cl", "Cl", "H", "H", "H", "H", "H"], "xyz": [[1.331742, -1.400068, 0.086627], [0.423725, -0.311548, -0.091378], [1.016221, 0.995826, -0.168693], [-0.951204, -0.449588, -0.124583], [-2.525178, 0.496209, -0.562404], [-3.544513, -1.137057, -0.346650], [-2.867309, 1.379886, 1.212199], [1.128148, -2.531694, 0.312210], [2.368510, -1.182969, -0.024644], [2.058278, 1.162888, 0.098346], [0.967981, 1.467970, -1.065566], [0.593601, 1.510150, 0.674536]], "forces_ev_per_angstrom": [[-3.70, 0.08, -0.04], [2.19, -4.85, 0.15], [0.97, 0.96, 2.67], [-1.10, 0.67, -0.27], [4.15, -0.25, 0.14], [-1.18, -1.48, 0.04], [-0.04, 0.38, 0.51], [-0.20, 2.51, -0.64], [0.49, 0.40, 0.16], [0.38, -1.25, -0.04], [-1.08, 1.70, -2.68], [-0.88, 1.16, -0.01]], "lowdin_charge": [0.0468, -0.4700, -0.0865, -0.4437, 0.1617, 0.2787, 0.1805, 0.0820, 0.0207, 0.0932, 0.0519, 0.0847], "homo_ev": -8.312, "de_lowest_kcal_mol": 44.05, "smiles": "C=C(C)OP(Cl)Cl"}

[5]
{"formula": "C2H10N2", "method": "ωB97M-V with the def2-TZVPD basis set", "species": ["N", "H", "H", "H", "C", "C", "N", "H", "H", "H", "H", "H", "H", "H"], "xyz": [[-0.280629, 1.732650, 2.316297], [-0.863101, 0.908893, 2.387243], [-0.629047, 2.484834, 2.876757], [0.142785, 2.287481, 1.466116], [-0.645402, -0.338544, -1.345111], [0.106336, -1.423620, -0.705813], [1.497577, -0.956908, -0.395863], [-0.652378, 0.551494, -0.720503], [-1.810518, -0.359536, -1.289960], [-0.126124, -0.055677, -2.269711], [0.177499, -2.499003, -0.981421], [-0.473923, -1.500821, 0.238053], [2.148720, -0.919858, -1.190498], [1.408202, 0.088613, -0.385587]], "forces_ev_per_angstrom": [[1.94, 2.21, -1.35], [0.11, 0.39, -1.06], [-0.36, -0.03, 0.61], [-1.69, -2.60, 1.73], [-1.53, 2.14, -1.13], [1.04, -2.88, 3.02], [-2.45, 3.02, -2.81], [0.76, 0.47, 0.40], [1.96, -1.12, -0.86], [-1.06, -0.02, -0.24], [-0.21, 1.00, -0.73], [0.60, -0.19, 0.32], [0.82, -1.88, 0.31], [0.08, -0.52, 1.78]], "lowdin_charge": [-0.0243, -0.0039, -0.0089, 0.0638, -0.0692, -0.2163, 0.2922, 0.0806, 0.1677, 0.1042, 0.1545, 0.1580, 0.1602, 0.1413], "multiplicity": 2, "s2": 0.75, "homo_ev": [-13.020, -12.952], "de_lowest_kcal_mol": 50.52, "total_charge": 1}

[6]
{"formula": "C4H12N2S", "method": "ωB97M-V with the def2-TZVPD basis set", "species": ["N", "C", "C", "N", "C", "C", "S", "H", "H", "H", "H", "H", "H", "H", "H", "H", "H", "H", "H"], "xyz": [[-1.608020, -2.211855, -0.882970], [-1.134364, -0.900150, -1.337251], [0.162747, -0.531969, -0.637748], [1.248253, -1.327741, -1.218709], [0.369804, 0.974673, -0.672169], [-0.125735, 1.765922, 0.555948], [0.572337, 1.134365, 2.117760], [-2.346654, -2.505804, -1.513014], [-0.856968, -2.862456, -1.097730], [-1.905785, -0.134937, -1.176461], [-0.989610, -0.841487, -2.430159], [-0.021234, -0.779533, 0.399164], [2.036518, -1.337976, -0.593178], [1.559606, -0.829665, -2.045994], [1.399643, 1.280042, -0.867983], [-0.189418, 1.356840, -1.542340], [0.224663, 2.782627, 0.439146], [-1.207839, 1.743631, 0.575634], [-0.583508, 0.930612, 2.757627]], "forces_ev_per_angstrom": [[0.14, 0.11, -0.58], [-0.39, 0.22, -0.52], [-0.55, 0.21, -0.01], [-0.32, 0.20, 0.10], [-0.20, 0.82, -0.45], [0.38, -0.55, -0.56], [-0.05, 0.11, 0.10], [-0.24, -0.01, 0.17], [0.14, -0.05, 0.24], [0.05, -0.18, 0.48], [0.27, -0.17, 0.03], [0.45, -0.54, 0.31], [0.26, -0.06, 0.24], [0.08, -0.19, -0.15], [0.20, -0.39, 0.13], [0.14, 0.14, 0.13], [-0.22, 0.30, 0.05], [-0.16, 0.07, 0.29], [0.00, -0.04, 0.00]], "lowdin_charge": [-0.0008, -0.2824, -0.4548, 0.0507, -0.2550, -0.5382, 0.7064, 0.0602, 0.0586, 0.1109, 0.1136, 0.0935, 0.0686, 0.0725, 0.1058, 0.1117, 0.0558, 0.0710, -0.1481], "homo_ev": -9.046, "de_lowest_kcal_mol": 4.55, "smiles": "NC[C@@H](N)CCS"}

Number 1: electronic energy -3185.85116 a.u.. Number 2: electronic energy -623.25993 a.u.. Number 3: electronic energy -2724.53782 a.u.. Number 4: electronic energy -1454.26116 a.u.. Number 5: electronic energy -191.28774 a.u.. Number 6: electronic energy -667.28763 a.u..